{"formula": "C2H8N2O3", "method": "the ωB97M-V functional and the def2-TZVPD basis", "spin_multiplicity": 3, "orbital_gap_ev": [5.347, 7.201], "largest_force_ev_per_a": 5.2, "homo_ev": [-4.7237, -9.4043], "symbols": ["C", "C", "N", "N", "O", "O", "O", "H", "H", "H", "H", "H", "H", "H", "H"], "positions_angstrom": [[0.072, 1.676, -0.661], [-1.401, 0.634, 0.024], [-1.058, -0.653, -0.153], [1.845, -0.990, 0.763], [-1.839, -1.594, 0.520], [0.759, 0.968, -1.605], [-2.088, 1.155, 0.857], [0.645, 1.758, 0.287], [-0.314, 2.596, -1.035], [-0.704, -1.091, -0.914], [1.987, -1.141, -0.258], [0.842, -1.193, 1.060], [2.508, -1.392, 1.327], [1.399, 0.402, -1.251], [-2.654, -1.135, 1.040]], "lowdin_spin": [0.428, 0.576, 0.177, 0.005, 0.037, 0.173, 0.529, 0.031, 0.020, 0.008, 0.001, 0.001, 0.000, 0.002, 0.010]}



{"formula": "C2H8N2O4", "method": "the ωB97M-V functional and the def2-TZVPD basis", "relative_energy_kj_mol": 156.9, "smiles": "NC(=O)NC=O.O.O", "orbital_gap_ev": 11.376, "largest_force_ev_per_a": 4.5, "homo_ev": -10.9095, "symbols": ["O", "C", "N", "C", "N", "O", "H", "H", "H", "H", "H", "H", "O", "H", "H", "O"], "positions_angstrom": [[-2.980, -0.578, -1.095], [-1.938, -0.948, -1.661], [-0.773, -0.911, -0.979], [-0.544, -0.329, 0.309], [-1.690, 0.093, 0.928], [0.531, -0.348, 0.793], [-1.936, -1.272, -2.688], [0.070, -1.289, -1.614], [-2.651, -0.081, 0.472], [-1.668, 0.454, 1.851], [1.684, 1.594, 1.671], [2.407, 2.927, 1.374], [1.973, 2.489, 2.139], [3.135, -0.988, -0.116], [1.826, -0.212, -0.438], [2.551, -0.601, -0.947]], "lowdin_charge": [-0.017, -0.269, 0.127, -0.560, 0.183, 0.065, 0.132, 0.213, 0.113, 0.101, 0.067, 0.035, -0.125, 0.135, -0.051, -0.148]}



{"formula": "C2H8N2O4", "method": "the ωB97M-V functional and the def2-TZVPD basis", "relative_energy_kj_mol": 4.8, "spin_multiplicity": 2, "orbital_gap_ev": [11.195, 6.121], "largest_force_ev_per_a": 2.3, "homo_ev": [-15.6368, -15.3988], "charge": 1, "symbols": ["O", "C", "N", "C", "N", "O", "H", "H", "H", "H", "H", "H", "O", "H", "H", "O"], "positions_angstrom": [[1.928, -2.127, -0.156], [1.916, -0.980, 0.171], [0.786, -0.167, -0.003], [-0.382, -0.571, -0.572], [-0.441, -1.653, -1.340], [-1.349, 0.264, -0.461], [2.741, -0.465, 0.647], [0.861, 0.822, 0.139], [0.391, -2.225, -1.270], [-1.369, -1.970, -1.569], [-0.199, 2.576, -0.961], [-0.582, 2.914, 0.483], [0.143, 2.601, -0.074], [-2.103, 0.853, 1.640], [-1.398, 1.852, 2.567], [-1.990, 1.788, 1.807]], "lowdin_spin": [0.003, 0.008, 0.029, 0.065, 0.021, 0.791, 0.003, -0.001, 0.003, 0.001, -0.001, 0.000, 0.055, -0.002, 0.000, 0.027]}



{"formula": "C2H8N2OP", "method": "the ωB97M-V functional and the def2-TZVPD basis", "relative_energy_kj_mol": 16.6, "smiles": "CN(C)PO[NH-]", "orbital_gap_ev": 6.121, "largest_force_ev_per_a": 3.4, "homo_ev": -1.8838, "charge": -1, "symbols": ["C", "C", "N", "N", "O", "P", "H", "H", "H", "H", "H", "H", "H", "H"], "positions_angstrom": [[-1.101, 0.146, -1.143], [1.156, 0.803, -0.511], [-0.436, -2.214, 0.971], [-0.216, 0.856, -0.149], [0.328, -1.068, 1.563], [-0.541, 0.286, 1.439], [-2.193, 0.552, -1.050], [-0.736, 0.409, -2.179], [-0.864, -0.863, -1.026], [1.643, -0.088, -0.749], [1.384, 1.498, -1.368], [1.673, 1.205, 0.369], [-0.513, -2.925, 1.708], [0.415, 1.403, 2.124]], "lowdin_charge": [-0.184, -0.247, -0.228, -0.493, -0.700, 0.705, 0.089, 0.066, -0.004, 0.047, 0.077, 0.040, -0.117, -0.052]}



{"formula": "C2H8N2S", "method": "the ωB97M-V functional and the def2-TZVPD basis", "relative_energy_kj_mol": 320.6, "smiles": "[H]/N=C/N.CS", "orbital_gap_ev": 8.760, "largest_force_ev_per_a": 7.3, "homo_ev": -8.5992, "symbols": ["C", "S", "H", "H", "H", "N", "C", "N", "H", "H", "H", "H", "H"], "positions_angstrom": [[1.890, 0.409, -1.159], [0.336, 1.501, -1.285], [1.378, -0.453, -0.769], [2.294, 0.371, -2.172], [2.507, 0.889, -0.370], [-0.388, -0.344, 2.024], [-1.228, -1.300, 1.619], [-1.019, -1.897, 0.423], [-0.838, 1.778, -1.262], [-0.708, 0.055, 2.957], [-1.823, -1.726, 2.344], [-1.704, -2.641, 0.121], [-0.602, -1.248, -0.177]], "lowdin_charge": [-0.333, 0.564, -0.028, 0.031, 0.048, 0.024, -0.363, 0.073, -0.298, 0.044, 0.077, 0.130, 0.029]}



{"formula": "C2H8N2S", "method": "the ωB97M-V functional and the def2-TZVPD basis", "relative_energy_kj_mol": 101.9, "smiles": "[H]/N=C/N.CS", "orbital_gap_ev": 9.602, "largest_force_ev_per_a": 4.5, "homo_ev": -8.6539, "symbols": ["C", "S", "H", "H", "H", "N", "C", "N", "H", "H", "H", "H", "H"], "positions_angstrom": [[-0.253, -2.254, -0.190], [0.786, -1.235, 1.042], [0.104, -3.278, -0.443], [-1.270, -2.155, 0.218], [-0.182, -1.654, -1.146], [0.425, 1.530, -1.350], [-0.683, 2.164, -0.617], [-1.269, 1.376, 0.258], [0.570, 0.581, -1.009], [1.015, 2.218, -1.785], [-0.961, 3.141, -1.003], [-2.133, 1.749, 0.763], [1.801, -0.638, 0.216]], "lowdin_charge": [-0.438, 0.531, 0.028, 0.018, 0.021, 0.034, -0.299, 0.014, 0.003, 0.063, 0.095, 0.057, -0.127]}



{"formula": "C2H8N2S2", "method": "the ωB97M-V functional and the def2-TZVPD basis", "relative_energy_kj_mol": 61.8, "spin_multiplicity": 2, "orbital_gap_ev": [3.764, 6.795], "largest_force_ev_per_a": 4.0, "homo_ev": [-0.0053, -3.0193], "charge": -1, "symbols": ["C", "S", "S", "H", "H", "H", "H", "N", "C", "N", "H", "H", "H", "H"], "positions_angstrom": [[1.233, 1.030, -1.293], [1.793, -0.048, 0.009], [2.054, -1.749, -1.271], [0.199, 1.351, -1.247], [1.858, 1.932, -1.249], [1.390, 0.585, -2.286], [2.639, -2.535, -0.347], [-1.258, 0.715, 1.679], [-1.478, -0.366, 0.875], [-2.601, -0.484, 0.278], [-2.009, 1.208, 2.108], [-0.371, 0.930, 2.098], [-0.802, -1.214, 0.885], [-2.647, -1.354, -0.239]], "lowdin_spin": [0.040, 0.421, 0.459, 0.002, 0.009, 0.006, 0.028, 0.012, 0.002, 0.000, 0.002, 0.018, 0.000, 0.000]}



{"formula": "C2H8N3O", "method": "the ωB97M-V functional and the def2-TZVPD basis", "relative_energy_kj_mol": 144.3, "orbital_gap_ev": 9.274, "largest_force_ev_per_a": 2.4, "homo_ev": -13.7939, "charge": 1, "symbols": ["C", "N", "O", "H", "H", "H", "N", "C", "N", "H", "H", "H", "H", "H"], "positions_angstrom": [[1.937, 1.323, -0.038], [1.405, 2.297, 0.699], [1.312, 0.308, -0.342], [2.973, 1.355, -0.371], [1.805, 3.201, 0.872], [0.494, 2.181, 1.103], [-0.842, -2.221, 0.452], [-1.688, -1.542, -0.258], [-1.408, -0.212, -0.392], [0.091, -1.813, 0.508], [-0.948, -3.224, 0.528], [-2.503, -1.872, -0.901], [-2.072, 0.379, -0.897], [-0.554, -0.161, -0.964]], "lowdin_charge": [-0.365, 0.156, -0.061, 0.138, 0.113, 0.111, 0.228, -0.126, 0.115, 0.144, 0.150, 0.169, 0.128, 0.100]}